# 1
C3H8N2O2 | ωB97M-V/def2-TZVPD

As for the HOMO energy: -9.5991 eV. As for the gap between HOMO and LUMO: 10.3 eV. The molar mass is 104.1 g mol⁻¹. As for the SMILES: NC(=O)NCCO. For the relative energy (zero: lowest compared OMol25 entry of this formula, charge and spin), the calculation gives 1.7615 eV. As for the maximum force: 4.982 eV Å⁻¹. The calculation puts the LUMO energy at 0.672 eV.

Last columns: bonded neighbours and bond lengths (Å).
Geometry (Å):
1 H -1.659 -0.926 0.514  N2 0.981
2 N -1.077 -1.503 1.054  H1 0.981, C8 1.341, H12 0.998
3 O -0.556 0.790 -2.102  H4 1.005, C15 1.453
4 H -0.260 -0.156 -1.940  O3 1.005
5 H 0.090 2.533 -1.128  C15 1.098
6 H 1.771 -0.312 0.376  N9 0.961
7 O 0.912 -2.609 0.757  C8 1.295
8 C 0.251 -1.501 0.870  N2 1.341, O7 1.295, N9 1.418
9 N 0.838 -0.241 0.592  H6 0.961, C8 1.418, C11 1.433
10 H -1.045 0.746 0.400  C11 1.134
11 C 0.070 0.955 0.405  N9 1.433, H10 1.134, H14 1.161, C15 1.573
12 H -1.462 -2.230 1.617  N2 0.998
13 H 1.306 1.223 -1.370  C15 1.127
14 H 0.579 1.786 1.036  C11 1.161
15 C 0.240 1.446 -1.079  O3 1.453, H5 1.098, C11 1.573, H13 1.127

# 2
C3H8N2O2 | ωB97M-V/def2-TZVPD

As for the HOMO energy: -9.4618 eV. As for the gap between HOMO and LUMO: 10.3 eV. The molar mass is 104.1 g mol⁻¹. As for the SMILES: NC(=O)CNCO. For the relative energy (zero: lowest compared OMol25 entry of this formula, charge and spin), the calculation gives 0.8384 eV. As for the maximum force: 1.148 eV Å⁻¹. The calculation puts the LUMO energy at 0.867 eV.

Last columns: bonded neighbours and bond lengths (Å).
Geometry (Å):
1 H 1.955 0.157 0.627  O10 0.967
2 H 0.633 -1.739 -0.309  N14 1.012
3 C -0.934 -0.494 -0.364  H5 1.086, C9 1.528, N14 1.468, H15 1.087
4 H 1.111 0.578 -1.997  C6 1.090
5 H -1.263 0.264 -1.069  C3 1.086
6 C 1.334 -0.128 -1.198  H4 1.090, H8 1.095, O10 1.417, N14 1.440
7 O -0.031 -0.632 1.831  C9 1.216
8 H 2.209 -0.684 -1.550  C6 1.095
9 C -0.685 0.031 1.049  C3 1.528, O7 1.216, N12 1.352
10 O 1.665 0.714 -0.108  H1 0.967, C6 1.417
11 H -2.059 1.496 0.750  N12 1.005
12 N -1.323 1.183 1.358  C9 1.352, H11 1.005, H13 1.006
13 H -1.252 1.652 2.245  N12 1.006
14 N 0.268 -1.071 -0.976  H2 1.012, C3 1.468, C6 1.440
15 H -1.630 -1.326 -0.288  C3 1.087

# 3
C3H8N2O2 | ωB97M-V/def2-TZVPD

As for the HOMO energy: -9.3523 eV. As for the gap between HOMO and LUMO: 9.9 eV. The molar mass is 104.1 g mol⁻¹. As for the SMILES: NCC(=O)NCO. For the relative energy (zero: lowest compared OMol25 entry of this formula, charge and spin), the calculation gives 1.9137 eV. As for the maximum force: 2.748 eV Å⁻¹. The calculation puts the LUMO energy at 0.498 eV.

Last columns: bonded neighbours and bond lengths (Å).
Geometry (Å):
1 O -0.866 0.885 2.261  H3 0.952, C15 1.442
2 H 2.895 -1.253 -0.846  N4 1.013
3 H -1.645 0.873 2.808  O1 0.952
4 N 2.330 -0.430 -1.017  H2 1.013, C6 1.487, H8 1.015
5 H 1.418 -0.028 0.880  C6 1.079
6 C 1.207 -0.533 -0.049  N4 1.487, H5 1.079, C11 1.559, H14 1.101
7 H -1.938 -0.533 0.237  N10 1.010
8 H 1.974 -0.506 -1.964  N4 1.015
9 H -0.273 1.898 0.497  C15 1.094
10 N -1.138 0.072 0.114  H7 1.010, C11 1.355, C15 1.431
11 C -0.170 -0.320 -0.750  C6 1.559, N10 1.355, O13 1.215
12 H -1.990 1.860 0.841  C15 1.084
13 O -0.380 -0.978 -1.750  C11 1.215
14 H 1.050 -1.605 0.150  C6 1.101
15 C -1.080 1.273 0.889  O1 1.442, H9 1.094, N10 1.431, H12 1.084

# 4
C3H8N2O2 | ωB97M-V/def2-TZVPD

As for the HOMO energy: -9.1988 eV. As for the gap between HOMO and LUMO: 10.0 eV. The molar mass is 104.1 g mol⁻¹. As for the SMILES: NC(=O)[C@H](N)CO. For the relative energy (zero: lowest compared OMol25 entry of this formula, charge and spin), the calculation gives 2.0370 eV. As for the maximum force: 4.106 eV Å⁻¹. The calculation puts the LUMO energy at 0.827 eV.

Last columns: bonded neighbours and bond lengths (Å).
Geometry (Å):
1 H -3.039 -0.023 -0.240  O5 0.917
2 C -1.200 -0.802 -0.176  H3 1.163, O5 1.478, H9 1.036, C12 1.616
3 H -1.385 -0.824 0.972  C2 1.163
4 O 1.708 -1.739 -0.637  C8 1.220
5 O -2.290 0.001 -0.768  H1 0.917, C2 1.478
6 H 0.661 2.179 -0.037  N15 1.118
7 N 1.867 -0.109 1.045  C8 1.403, H10 0.986, H14 1.031
8 C 1.428 -0.646 -0.175  O4 1.220, N7 1.403, C12 1.554
9 H -1.246 -1.749 -0.595  C2 1.036
10 H 1.900 0.860 1.225  N7 0.986
11 H 0.129 0.056 -1.661  C12 1.083
12 C 0.105 0.062 -0.578  C2 1.616, C8 1.554, H11 1.083, N15 1.499
13 H -1.073 1.883 -0.066  N15 1.054
14 H 2.577 -0.553 1.646  N7 1.031
15 N -0.141 1.404 0.043  H6 1.118, C12 1.499, H13 1.054

Copy entry 2 word for word.
C3H8N2O2 | ωB97M-V/def2-TZVPD

As for the HOMO energy: -9.4618 eV. As for the gap between HOMO and LUMO: 10.3 eV. The molar mass is 104.1 g mol⁻¹. As for the SMILES: NC(=O)CNCO. For the relative energy (zero: lowest compared OMol25 entry of this formula, charge and spin), the calculation gives 0.8384 eV. As for the maximum force: 1.148 eV Å⁻¹. The calculation puts the LUMO energy at 0.867 eV.

Last columns: bonded neighbours and bond lengths (Å).
Geometry (Å):
1 H 1.955 0.157 0.627  O10 0.967
2 H 0.633 -1.739 -0.309  N14 1.012
3 C -0.934 -0.494 -0.364  H5 1.086, C9 1.528, N14 1.468, H15 1.087
4 H 1.111 0.578 -1.997  C6 1.090
5 H -1.263 0.264 -1.069  C3 1.086
6 C 1.334 -0.128 -1.198  H4 1.090, H8 1.095, O10 1.417, N14 1.440
7 O -0.031 -0.632 1.831  C9 1.216
8 H 2.209 -0.684 -1.550  C6 1.095
9 C -0.685 0.031 1.049  C3 1.528, O7 1.216, N12 1.352
10 O 1.665 0.714 -0.108  H1 0.967, C6 1.417
11 H -2.059 1.496 0.750  N12 1.005
12 N -1.323 1.183 1.358  C9 1.352, H11 1.005, H13 1.006
13 H -1.252 1.652 2.245  N12 1.006
14 N 0.268 -1.071 -0.976  H2 1.012, C3 1.468, C6 1.440
15 H -1.630 -1.326 -0.288  C3 1.087

What is the LUMO in the second record? 0.867 eV